Here is C2BaF6NO2S2 as an isolated structure from OMol25. Energies are from the ωB97M-V functional and the def2-TZVPD basis.

XYZ file:
```
14
Properties=species:S:1:pos:R:3:mulliken_charge:R:1
S -0.137 -1.045 1.857 0.0786
C -0.360 -2.756 1.370 0.4656
F 0.270 -3.160 0.251 -0.0922
F -1.873 -2.636 0.320 -0.5644
F -1.095 -3.517 2.203 -0.1064
Ba 2.458 -3.757 5.117 1.5738
N 1.551 -3.678 2.647 -1.0501
S 2.842 -4.245 1.972 1.3754
O 3.481 -3.509 0.880 -0.6679
O 3.789 -4.577 3.125 -0.9657
C 2.594 -5.944 1.226 0.6344
F 1.734 -5.875 0.223 -0.2065
F 2.125 -6.779 2.137 -0.2598
F 3.744 -6.408 0.759 -0.2147
```

Properties
Charge   0
Gap between HOMO and LUMO (alpha / beta)   6.114 / 5.400 eV
Energy   -1702.33863 hartree
Multiplicity   2
Strongest force on any atom   0.1043 hartree/bohr
⟨S²⟩   0.75